Entry 1:
{
  "formula": "C15H22MnN2",
  "method": "ωB97M-V with the def2-TZVPD basis set",
  "homo_energy_ha": [-0.5843, -0.5915],
  "s_squared": 8.759,
  "gap_ev": [9.311, 8.148],
  "spin_multiplicity": 6,
  "charge": 2,
  "elements": ["Mn", "C", "C", "C", "C", "C", "C", "C", "C", "C", "H", "H", "H", "H", "H", "H", "H", "H", "H", "H", "H", "H", "N", "C", "N", "C", "C", "C", "C", "C", "H", "H", "H", "H", "H", "H", "H", "H", "H", "H"],
  "coordinates": [[6.55227, 5.92203, 8.23854], [7.02893, 8.65830, 5.94745], [6.76161, 7.21656, 6.23393], [5.43491, 6.71910, 6.37521], [5.16130, 5.31593, 6.33176], [3.77502, 4.78340, 6.17156], [6.27467, 4.42543, 6.44302], [7.61637, 4.88386, 6.32424], [8.75629, 3.93569, 6.12946], [7.83846, 6.29478, 6.36233], [7.13814, 9.25768, 6.87718], [6.18893, 9.08567, 5.37577], [7.95016, 8.78308, 5.36463], [4.62331, 7.41463, 6.64577], [3.30540, 4.52472, 7.14416], [3.78276, 3.86939, 5.54366], [3.11747, 5.52999, 5.68759], [6.08582, 3.39592, 6.78741], [9.14892, 3.52846, 7.08205], [9.57510, 4.48819, 5.63164], [8.44901, 3.07457, 5.50181], [8.83047, 6.68619, 6.59250], [6.49046, 5.99431, 10.18164], [6.51121, 5.99309, 11.35779], [6.51014, 5.99997, 12.64900], [7.78056, 5.92355, 13.45923], [7.79260, 7.05146, 14.51782], [6.50882, 7.04994, 15.36160], [5.23096, 7.08006, 14.50460], [5.24586, 5.94444, 13.45203], [8.63336, 6.01769, 12.77692], [7.84424, 4.93969, 13.94828], [7.88422, 8.00584, 13.97059], [8.68254, 6.93966, 15.16527], [6.48999, 7.92371, 16.04528], [6.49036, 6.15947, 16.02065], [5.17031, 8.05096, 13.97152], [4.33481, 7.00786, 15.13778], [4.37549, 6.05836, 12.77044], [5.17709, 4.96639, 13.95497]],
  "forces_ev_per_a": [[-0.04, -0.07, 0.54], [-0.14, 0.81, 0.50], [0.01, -0.53, 0.30], [-0.17, -0.22, -0.03], [0.85, 0.29, 0.35], [-0.84, -0.18, 0.25], [-0.18, 0.14, 0.25], [-0.50, 0.45, 0.31], [0.59, -0.28, 0.20], [-0.34, -0.21, -0.17], [-0.06, -0.28, -0.50], [0.37, -0.15, 0.25], [-0.26, -0.12, 0.18], [0.23, -0.23, -1.07], [0.26, 0.06, -0.49], [0.04, 0.54, 0.41], [0.41, -0.36, 0.25], [0.08, 0.20, -1.12], [-0.19, 0.18, -0.42], [-0.34, -0.48, 0.23], [0.16, 0.58, 0.35], [0.03, -0.12, -0.92], [0.11, 0.02, 1.06], [-0.12, -0.03, 0.55], [0.17, -0.24, -0.22], [0.37, 0.32, 0.30], [-0.19, 0.03, -0.41], [-0.21, 0.07, 0.57], [0.54, 0.18, -0.55], [-1.03, 0.51, 0.17], [-0.25, -0.02, 0.10], [-0.30, 0.18, -0.30], [0.02, -0.22, 0.30], [-0.40, -0.01, -0.42], [0.15, -0.48, -0.42], [0.04, 0.30, -0.33], [0.00, -0.44, 0.22], [0.26, -0.17, -0.29], [0.65, -0.20, 0.31], [0.23, 0.22, -0.34]]
}



Entry 2:
{
  "formula": "C15H22N2O2S",
  "method": "ωB97M-V with the def2-TZVPD basis set",
  "homo_energy_ha": -0.2856,
  "smiles": "COc1ccc(SCCN2CCN(C)CCC2=O)cc1",
  "gap_ev": 8.517,
  "charge": 0,
  "elements": ["C", "O", "C", "C", "C", "C", "S", "C", "C", "N", "C", "C", "N", "C", "C", "C", "C", "O", "C", "C", "H", "H", "H", "H", "H", "H", "H", "H", "H", "H", "H", "H", "H", "H", "H", "H", "H", "H", "H", "H", "H", "H"],
  "coordinates": [[-7.63096, -0.51700, -0.38235], [-6.69337, 0.52683, -0.47931], [-5.38173, 0.24685, -0.23986], [-4.49779, 1.31891, -0.36231], [-3.14622, 1.15367, -0.14535], [-2.65217, -0.09355, 0.21523], [-0.93585, -0.42255, 0.50069], [-0.25153, 1.23806, 0.86170], [1.13307, 1.12977, 1.49388], [2.13157, 0.65205, 0.56235], [2.36503, -0.77352, 0.46066], [3.78290, -1.17204, 0.91275], [4.83505, -0.97489, -0.05752], [4.83453, -1.92937, -1.14315], [4.99705, 0.40107, -0.46929], [3.79623, 1.05267, -1.18391], [2.74767, 1.57088, -0.22074], [2.48316, 2.75716, -0.13974], [-3.52660, -1.16529, 0.33438], [-4.88028, -1.00394, 0.10693], [-7.66462, -0.93553, 0.62892], [-7.41917, -1.31636, -1.10003], [-8.59517, -0.06930, -0.61781], [-4.89506, 2.28287, -0.63792], [-2.48915, 2.00016, -0.26458], [-0.93938, 1.72719, 1.55075], [-0.17988, 1.80179, -0.06825], [1.10581, 0.47041, 2.36404], [1.43409, 2.13486, 1.80644], [1.63345, -1.27283, 1.09631], [2.18770, -1.11509, -0.56376], [3.78107, -2.22995, 1.18649], [4.03907, -0.58900, 1.80345], [3.96980, -1.86250, -1.81859], [4.85830, -2.93413, -0.72250], [5.73799, -1.78270, -1.73388], [5.86268, 0.43717, -1.13601], [5.23813, 0.98851, 0.42241], [3.34550, 0.34648, -1.88357], [4.14652, 1.91529, -1.75219], [-3.13742, -2.13446, 0.60705], [-5.53002, -1.85862, 0.20819]],
  "forces_ev_per_a": [[-0.13, -0.15, 0.02], [0.23, 0.20, -0.01], [0.18, 0.08, 0.00], [-0.27, -0.07, -0.01], [-0.11, -0.08, 0.01], [0.31, -0.09, 0.08], [0.20, 0.14, 0.06], [-0.24, -0.35, -0.06], [-0.21, 0.29, 0.02], [-0.19, -0.02, 0.21], [0.47, -0.29, 0.00], [-0.17, -0.10, -0.02], [0.10, -0.04, 0.09], [-0.01, 0.07, 0.07], [0.04, 0.02, -0.08], [0.17, 0.10, 0.07], [0.18, -0.10, -0.30], [-0.03, 0.36, -0.04], [0.23, 0.23, -0.02], [-0.37, 0.03, -0.09], [0.01, 0.00, -0.04], [0.00, 0.02, 0.04], [0.04, -0.08, 0.03], [-0.07, 0.12, -0.04], [0.07, 0.07, -0.01], [0.01, 0.09, -0.01], [0.00, 0.11, 0.11], [0.03, 0.04, -0.02], [-0.08, -0.20, 0.03], [0.04, 0.02, -0.06], [-0.07, -0.08, 0.07], [0.00, 0.00, 0.04], [-0.10, -0.06, 0.05], [-0.02, -0.02, -0.05], [-0.01, -0.07, -0.05], [0.02, -0.05, -0.08], [-0.03, 0.07, 0.05], [0.05, 0.06, -0.06], [-0.01, -0.02, -0.07], [-0.13, -0.04, 0.04], [-0.01, -0.13, 0.07], [-0.10, -0.05, 0.00]]
}



Entry 3:
{
  "formula": "C15H22N2O4",
  "method": "ωB97M-V with the def2-TZVPD basis set",
  "homo_energy_ha": -0.3517,
  "smiles": "O=C([C@H](CO)NC(=O)[C@H]1C[C@@]2(C1)C[C@]21CC1)N1CCCO1",
  "gap_ev": 10.159,
  "charge": 0,
  "elements": ["O", "C", "C", "C", "O", "N", "C", "O", "C", "C", "C", "C", "C", "C", "C", "C", "N", "C", "C", "C", "O", "H", "H", "H", "H", "H", "H", "H", "H", "H", "H", "H", "H", "H", "H", "H", "H", "H", "H", "H", "H", "H", "H"],
  "coordinates": [[1.06208, 2.58556, -2.29175], [0.46423, 1.58947, -2.63643], [-0.46477, 0.88452, -1.65140], [-1.70375, 1.73893, -1.41321], [-2.38423, 1.87025, -2.65734], [0.27696, 0.73228, -0.41993], [-0.02669, -0.24313, 0.47657], [-0.92096, -1.04878, 0.27693], [0.80187, -0.25581, 1.73502], [1.29692, -1.64830, 2.20621], [0.80267, -1.30242, 3.60762], [0.00078, -0.12526, 3.06145], [1.63666, -1.28305, 4.87169], [0.46882, -2.18996, 4.72363], [-0.74929, -2.54069, 5.48050], [0.16018, -3.62193, 4.90615], [0.68242, 0.94018, -3.83441], [-0.40907, 0.42590, -4.66799], [-0.54347, 1.48594, -5.78435], [0.60720, 2.44062, -5.48006], [1.52032, 1.64699, -4.70481], [-0.76008, -0.10673, -1.99129], [-2.32658, 1.24120, -0.66592], [-1.38391, 2.71456, -1.03500], [-3.13729, 2.45604, -2.54241], [0.97633, 1.42823, -0.21542], [1.61676, 0.46692, 1.68543], [0.70338, -2.44054, 1.74792], [2.35842, -1.85689, 2.07924], [0.07970, 0.82682, 3.58534], [-1.04930, -0.38090, 2.91039], [2.62746, -1.71951, 4.82080], [1.53880, -0.42184, 5.52250], [-0.74776, -2.40712, 6.55455], [-1.70864, -2.38709, 5.00224], [-0.20615, -4.17455, 4.05008], [0.75748, -4.19255, 5.60506], [-0.11529, -0.53854, -5.07686], [-1.31177, 0.31938, -4.07764], [-0.41742, 1.02287, -6.76148], [-1.50812, 1.98940, -5.76555], [1.14561, 2.78526, -6.35920], [0.28951, 3.29428, -4.87690]],
  "forces_ev_per_a": [[-0.01, -0.01, 0.00], [0.16, -0.10, 0.06], [-0.08, 0.03, -0.04], [-0.02, 0.00, 0.00], [0.02, 0.00, -0.01], [-0.02, -0.01, 0.03], [0.01, 0.03, -0.02], [-0.01, -0.01, 0.00], [0.02, -0.01, 0.01], [-0.01, -0.03, 0.00], [-0.05, 0.02, -0.02], [0.00, 0.01, 0.00], [-0.02, -0.05, -0.01], [0.04, 0.03, 0.02], [0.01, -0.01, 0.01], [-0.03, 0.04, -0.02], [0.06, 0.20, -0.09], [-0.06, 0.00, -0.01], [-0.09, -0.07, -0.07], [0.09, -0.05, 0.07], [-0.03, 0.05, 0.03], [0.00, 0.01, -0.01], [0.00, 0.00, 0.00], [0.01, 0.00, 0.00], [0.00, -0.01, 0.01], [0.01, 0.00, -0.02], [0.00, 0.01, 0.00], [0.00, 0.00, 0.00], [0.00, 0.01, 0.01], [0.00, 0.00, 0.01], [0.00, 0.00, -0.01], [0.01, 0.02, 0.01], [0.02, 0.00, 0.01], [0.01, 0.01, 0.00], [0.00, -0.01, -0.01], [0.01, -0.02, 0.01], [0.00, -0.01, -0.01], [0.01, -0.01, 0.03], [-0.04, -0.01, -0.03], [-0.02, 0.00, 0.00], [-0.01, -0.01, 0.07], [0.03, -0.01, 0.02], [-0.03, 0.01, -0.03]]
}



Entry 4:
{
  "formula": "C15H22N2O4",
  "method": "ωB97M-V with the def2-TZVPD basis set",
  "homo_energy_ha": -0.3223,
  "smiles": "CC(C)C[C@H](N)C(=O)N[C@@H](Cc1ccc(O)cc1)C(=O)O",
  "gap_ev": 9.083,
  "charge": 0,
  "elements": ["C", "C", "C", "C", "C", "N", "C", "O", "N", "C", "C", "C", "C", "C", "C", "O", "C", "C", "C", "O", "O", "H", "H", "H", "H", "H", "H", "H", "H", "H", "H", "H", "H", "H", "H", "H", "H", "H", "H", "H", "H", "H", "H"],
  "coordinates": [[3.73266, 1.62442, -0.98479], [2.83125, 2.64562, -0.19351], [3.66008, 2.95431, 1.20492], [1.37008, 2.25571, -0.03514], [1.14297, 0.84579, 0.61933], [2.06902, 0.55354, 1.75019], [0.98514, -0.32878, -0.39645], [1.95813, -0.47573, -1.14949], [-0.23929, -0.96023, -0.45256], [-0.36737, -2.35003, -1.09353], [-1.77638, -2.93699, -0.68612], [-2.71867, -1.91030, -0.12884], [-3.39722, -0.97810, -0.88592], [-4.11470, 0.12078, -0.18279], [-4.11392, 0.29456, 1.29710], [-4.86414, 1.17018, 1.90002], [-3.39055, -0.74685, 1.96438], [-2.79669, -1.87249, 1.28357], [-0.38007, -2.36424, -2.63569], [-1.09543, -1.61328, -3.29666], [0.33177, -3.36280, -3.27649], [3.58555, 0.47371, -0.81468], [3.64623, 1.78692, -2.12279], [4.76568, 1.99742, -0.92624], [2.72349, 3.64213, -0.62689], [4.16839, 2.00594, 1.42573], [3.19052, 3.19227, 2.11740], [4.44031, 3.83162, 0.85551], [0.88706, 2.26135, -1.04440], [1.05335, 3.10201, 0.72785], [0.14409, 1.07256, 0.99915], [2.40636, 1.40106, 2.15900], [1.58377, -0.06650, 2.42052], [-0.76232, -1.01934, 0.39160], [0.42543, -3.00997, -0.72980], [-2.22528, -3.48607, -1.55343], [-1.55461, -3.72321, -0.01775], [-3.35658, -1.11584, -2.00638], [-4.40325, 0.85726, -0.86741], [-5.11532, 0.88514, 2.84250], [-3.22243, -0.48114, 3.00083], [-2.36804, -2.64884, 1.84875], [1.16095, -3.52358, -2.70060]],
  "forces_ev_per_a": [[0.13, 0.41, -2.07], [1.28, -0.44, 1.33], [1.96, 0.43, -3.71], [0.97, 0.03, 1.28], [-1.67, 0.94, 0.82], [-1.12, -1.37, -1.12], [2.28, 1.63, -0.40], [-2.58, -1.69, 0.36], [1.40, -2.31, -1.53], [-0.27, 1.28, -0.33], [-0.12, -0.18, -1.87], [-0.25, -0.93, 1.69], [-1.13, 1.93, 1.21], [2.18, -2.18, 0.94], [1.96, -4.94, -4.38], [-1.50, 1.38, 2.68], [-0.13, 0.38, -1.21], [-1.16, 3.32, -0.40], [-1.08, 1.80, -1.86], [1.57, -1.82, 1.61], [1.45, 0.77, 2.33], [0.49, 2.84, 0.18], [-0.67, -0.45, 1.42], [0.01, -0.54, 0.70], [0.66, -0.19, -0.64], [0.49, 0.53, -0.18], [-1.17, 0.97, 0.78], [-1.75, -2.35, 1.35], [0.03, 0.33, 1.04], [-0.45, -1.82, -1.69], [-0.44, -0.70, 0.40], [-0.18, 0.10, 0.43], [0.62, 0.86, -0.35], [-0.36, 0.79, 0.77], [-0.01, 0.18, 0.05], [0.40, 0.71, 0.43], [-0.08, -0.69, 1.26], [-0.19, 0.81, 1.41], [-1.16, 1.21, -0.43], [0.82, 0.54, -2.11], [-0.08, -0.93, 0.46], [0.70, -0.70, 0.71], [-1.83, 0.09, -1.33]]
}



Entry 5:
{
  "formula": "C15H22N2OPV",
  "method": "ωB97M-V with the def2-TZVPD basis set",
  "homo_energy_ha": [-0.2084, -0.2067],
  "s_squared": 2.079,
  "gap_ev": [4.874, 4.852],
  "spin_multiplicity": 3,
  "charge": 0,
  "elements": ["C", "C", "C", "C", "C", "V", "P", "H", "H", "H", "H", "H", "H", "H", "H", "C", "C", "N", "C", "C", "C", "O", "C", "C", "C", "C", "N", "C", "H", "H", "H", "H", "H", "H", "H", "H", "H", "H", "H", "H", "H", "H"],
  "coordinates": [[-0.23631, -1.06372, -4.88063], [-0.31078, -0.22089, -5.96964], [-0.01056, 1.15946, -6.01392], [0.62219, 1.91411, -5.00969], [1.14250, 1.48284, -3.81077], [0.29700, -0.14428, -3.26036], [0.63762, -2.47984, -2.51062], [-0.42796, -2.12817, -5.08645], [-0.64883, -0.61688, -6.93809], [-0.21410, 1.67776, -6.95058], [1.73577, 2.21426, -3.24641], [0.74937, 2.96469, -5.29123], [1.81721, -2.89059, -1.83432], [0.56961, -3.60784, -3.36939], [-0.26993, -3.00315, -1.54464], [1.76728, -1.99887, 4.08663], [1.20837, -0.60933, 4.32073], [0.26586, -0.12176, 3.30120], [-1.13342, -0.05408, 3.75643], [-1.36292, 1.08060, 4.74550], [0.76398, 0.09654, 2.03835], [1.96653, -0.05859, 1.82624], [-0.13993, 0.51680, 0.91454], [-1.18829, 1.43851, 1.02551], [-1.87549, 1.77961, -0.14045], [-1.50933, 1.22909, -1.37043], [-0.50643, 0.31308, -1.47416], [0.25424, 0.06611, -0.35065], [0.97355, -2.74987, 4.01578], [2.41712, -2.24899, 4.93392], [2.36100, -2.00605, 3.16761], [0.66246, -0.56473, 5.27427], [2.04689, 0.10132, 4.36139], [-1.80632, 0.03040, 2.89902], [-1.35298, -1.00864, 4.26395], [-1.10195, 2.05770, 4.31474], [-2.42632, 1.09839, 5.01755], [-0.78065, 0.94378, 5.66838], [-1.44540, 1.88406, 1.98451], [-2.68809, 2.50276, -0.10323], [-1.99519, 1.53960, -2.29650], [1.17262, -0.51520, -0.46412]],
  "forces_ev_per_a": [[0.26, -0.49, 0.08], [-0.40, 0.98, -0.87], [-0.03, -0.48, -0.28], [-0.37, 0.27, -0.73], [1.11, -0.22, 0.39], [0.01, -0.27, -0.71], [0.56, -0.98, 0.18], [-0.02, 0.33, -0.04], [0.06, -0.03, 0.24], [-0.02, -0.10, 0.18], [-0.16, -0.16, -0.09], [-0.04, -0.02, 0.18], [-0.19, -0.02, 0.03], [0.00, 0.42, 0.05], [0.17, 0.15, -0.08], [0.04, -0.12, -0.12], [0.16, 0.65, 0.08], [-0.27, -0.17, -0.48], [0.36, -0.30, -0.09], [-0.24, 0.21, 0.07], [0.61, -0.17, 1.15], [-0.72, 0.13, -0.24], [0.45, 0.41, -0.22], [0.04, -0.53, -0.75], [0.04, 0.21, -0.08], [0.41, -0.63, 0.75], [-0.06, 1.52, 2.50], [-1.73, 0.19, -0.67], [0.10, 0.07, 0.02], [-0.12, -0.07, -0.20], [-0.12, -0.10, 0.23], [0.32, -0.02, -0.25], [-0.24, -0.16, 0.12], [0.16, -0.15, 0.21], [-0.04, 0.22, -0.28], [-0.03, -0.25, 0.10], [0.23, 0.06, 0.03], [-0.17, 0.08, -0.33], [0.02, -0.08, -0.30], [0.23, -0.13, -0.07], [0.08, -0.30, 0.25], [-0.43, 0.03, 0.04]]
}



Molar mass list, top to bottom, in g mol⁻¹: 285.29 294.42 294.35 294.35 328.27